Record 1
83
Properties=species:S:1:pos:R:3 method="wB97M-V/def2-TZVPD" relative_energy_kj_mol=280.89 gap_ev="4.41 / 6.11" charge=-2 homo_ev="-0.57 / -2.27" mol_weight_g_mol=946.5 spin_multiplicity=2 e_tot_ha=-5711.80834
Cs -0.44225 -0.73362 0.42815
O -1.48752 -1.30477 -3.94737
C -1.14724 -0.71616 -2.77828
O -0.08708 -0.91376 -2.25406
C -2.24785 0.17640 -2.26842
O -1.83382 0.79583 -1.08764
C -2.89651 1.18484 -0.24184
C -2.35212 1.66614 1.12678
O -3.19892 1.99508 1.96345
O -1.09380 1.67300 1.28137
H -0.80940 -1.97266 -4.11422
H -3.11136 -0.47469 -2.10264
H -2.51761 0.90738 -3.04502
H -3.57798 0.34650 -0.05491
H -3.46771 2.01040 -0.68448
Cl 6.29822 -1.86544 -2.16085
C 4.88701 -1.60740 -1.14910
C 4.67927 -2.45418 -0.06522
C 3.57376 -2.20470 0.73428
Cl 3.29959 -3.24184 2.11246
C 2.65432 -1.12795 0.56486
O 1.72964 -0.90946 1.39484
C 2.90092 -0.30124 -0.62068
C 2.07059 0.75998 -0.96019
O 1.00247 1.14937 -0.27354
C 4.03057 -0.57612 -1.43905
H 5.34950 -3.27265 0.15288
H 2.30197 1.29434 -1.88202
H 4.22243 0.06577 -2.29104
C -2.74631 4.61898 -2.61405
C -2.69537 4.99469 -1.27968
C -1.70387 4.48400 -0.44983
C -0.74897 3.59463 -0.93398
C -0.81461 3.22716 -2.27603
C -1.80158 3.72883 -3.11067
Ge 0.70721 2.92714 0.24152
C 0.59251 4.06534 1.89106
C -0.49817 4.07890 2.75576
C -0.55872 4.99329 3.80026
C 0.46631 5.90918 3.99274
C 1.55791 5.89930 3.13512
C 1.61907 4.98255 2.09480
C 2.32472 3.70904 -0.72262
C 3.62932 3.29027 -0.44388
C 4.71191 3.74514 -1.18341
C 4.51634 4.64487 -2.22371
C 3.23346 5.08673 -2.50709
C 2.15389 4.62011 -1.76352
H -3.51753 5.01676 -3.26383
H -3.43110 5.68445 -0.88228
H -1.68284 4.77367 0.59295
H -0.08321 2.52710 -2.66914
H -1.84137 3.42885 -4.15247
H -1.30120 3.36307 2.62084
H -1.41348 4.98553 4.46744
H 0.41851 6.62331 4.80756
H 2.36551 6.60868 3.28071
H 2.48165 4.96760 1.43935
H 3.78526 2.59354 0.36829
H 5.71024 3.38873 -0.95520
H 5.35874 4.99988 -2.80727
H 3.07071 5.79095 -3.31610
H 1.15850 4.97363 -2.00744
C 0.85135 1.29188 4.02474
N 2.18784 0.71609 3.92502
C 2.47054 -0.40050 4.80031
C 2.97677 1.04952 2.88003
C 4.29407 0.31440 2.75274
O 2.67150 1.93994 2.09255
H 0.86606 2.18547 4.65667
H 0.16713 0.55595 4.44632
H 0.49055 1.57014 3.03864
H 2.00585 -0.21060 5.76919
H 3.54013 -0.51590 4.95944
H 2.07670 -1.33648 4.38988
H 4.95840 0.57422 3.58043
H 4.76363 0.59974 1.81448
H 4.13313 -0.76301 2.74751
O -3.78661 -2.27329 -1.13195
Cl -2.77014 -2.94058 -0.35465
O -3.26805 -4.21856 0.06840
O -1.59840 -3.11647 -1.16511
O -2.44996 -2.13645 0.78644



Record 2
29
Properties=species:S:1:pos:R:3 method="wB97M-V/def2-TZVPD" relative_energy_kj_mol=0.00 gap_ev=10.39 smiles="CC[Si](OC(C)=O)(OC(C)=O)OC(C)=O" homo_ev=-9.86 mol_weight_g_mol=234.3 e_tot_ha=-1054.33877
O 0.71368 -2.13949 1.88592
O 2.32439 -0.70315 -1.34646
O 0.14358 2.63173 -0.36325
O -1.07354 -1.57203 0.53318
O 0.09142 -0.46335 -1.74246
O -1.48555 1.06966 -0.20869
C -0.39966 -2.35457 1.44294
C 1.38641 -0.61294 -2.10704
C -1.02288 2.31454 -0.36688
C -1.11836 -3.52832 1.99691
C 1.63143 -0.67047 -3.57761
C -2.03860 3.37429 -0.56365
C 0.69742 0.99892 2.21926
C 1.06853 0.34151 0.88551
Si -0.41530 -0.19835 -0.18512
H -1.95512 -3.78032 1.34335
H -1.48604 -3.29357 2.96678
H -0.40813 -4.34287 2.13639
H 0.91326 -1.34760 -4.05999
H 1.47889 0.33414 -4.04006
H 2.62962 -0.95931 -3.88473
H -2.01148 3.69322 -1.58188
H -1.70746 4.21897 0.04716
H -3.00717 3.01377 -0.25842
H 1.55863 1.41505 2.71348
H 0.01932 1.84921 2.02144
H 0.21228 0.29686 2.87713
H 1.63229 -0.58944 0.99660
H 1.62815 1.00389 0.22022



Record 3
22
Properties=species:S:1:pos:R:3 method="wB97M-V/def2-TZVPD" relative_energy_kj_mol=141.01 gap_ev=10.40 smiles=CCCN.O.O.O homo_ev=-9.74 mol_weight_g_mol=113.2 e_tot_ha=-403.73354
C -0.82719 -1.25209 0.94127
C 0.46089 -0.55617 1.44713
C 1.78575 -1.11201 0.78212
N -1.44165 -0.44556 -0.15265
H -1.73368 -1.12939 1.69226
H -0.61354 -2.35708 0.73701
H 0.50394 -0.85244 2.50274
H 0.42708 0.52821 1.52079
H 1.63005 -2.05036 0.28720
H 2.75390 -1.28394 1.26206
H 1.95839 -0.44867 -0.04278
H -1.52411 0.50485 0.30367
H -2.40334 -0.77442 -0.14217
H 0.62057 2.27364 -2.14246
H -0.22921 1.09242 -1.92017
O -0.03848 1.96163 -1.52162
H 0.56192 -1.08583 -2.95272
H -0.58000 -0.93181 -1.82363
O -0.01690 -0.44751 -2.50403
H -0.88711 3.42679 0.55747
H -0.07879 2.20698 0.18969
O -0.32849 2.73278 0.97880



Record 4
39
Properties=species:S:1:pos:R:3 method="wB97M-V/def2-TZVPD" relative_energy_kj_mol=269.27 gap_ev=4.57 homo_ev=-6.90 mol_weight_g_mol=346.3 e_tot_ha=-1245.11283
F -1.43557 -4.29836 -0.75771
C -1.15875 -3.07581 -1.34537
C -0.33324 -3.06653 -2.46947
C -0.04383 -1.80972 -2.99787
F 0.83224 -1.73964 -4.05525
C -0.51569 -0.64063 -2.45955
C -1.25995 -0.66465 -1.23595
C -1.47818 0.57685 -0.55640
C -2.63089 0.95291 0.21294
C -2.98889 2.34548 0.23150
C -3.96965 2.79065 1.09517
F -4.21832 4.13453 1.15817
C -4.66532 1.94696 1.94853
C -4.38443 0.59878 1.84563
F -5.01971 -0.27734 2.71186
C -3.43488 0.06631 0.96904
C -1.63463 -1.93532 -0.73078
H 0.10540 -3.96631 -2.86662
H -0.24747 0.33524 -2.90372
H -1.05605 1.43549 -1.09367
H -2.43865 3.04854 -0.40886
H -5.36392 2.33407 2.68780
H -3.26621 -1.00708 0.95177
H -2.19417 -2.01548 0.20598
C 5.74558 0.09200 0.39549
C 4.25976 0.21421 0.57894
C 3.65133 0.01592 1.83787
C 2.28604 0.08004 2.01978
C 1.37849 0.38476 0.90099
O 0.10094 0.43760 0.87601
C 2.07452 0.65618 -0.34363
C 3.41946 0.53332 -0.50080
H 6.03086 0.26284 -0.63486
H 6.27658 0.80521 1.01809
H 6.09860 -0.89211 0.68659
H 4.35022 -0.20396 2.65715
H 1.87732 -0.07605 3.02857
H 1.41512 0.92708 -1.17384
H 3.83594 0.69403 -1.48350



Record 5
39
Properties=species:S:1:pos:R:3 method="wB97M-V/def2-TZVPD" relative_energy_kj_mol=55.27 gap_ev="5.60 / 9.77" homo_ev="-5.23 / -9.53" mol_weight_g_mol=519.7 spin_multiplicity=4 e_tot_ha=-3943.44692
Ti -0.72642 -0.21901 -0.16007
Cl -2.77066 -1.45204 -1.81568
O -2.17056 -0.36874 -2.54893
O -1.76926 -2.45013 -1.63629
O -3.18095 -0.97041 -0.51856
O -3.89287 -2.02580 -2.48822
C 2.27769 -5.53184 -0.29312
C 3.37103 -4.70222 0.34035
O 2.77417 -3.42282 0.53949
S 1.70366 -3.08609 -0.64832
O 2.42579 -2.40930 -1.66795
O 0.52491 -2.49544 -0.06088
O 1.43079 -4.62579 -1.01438
H 1.63407 -6.09152 0.38589
H 2.64926 -6.26735 -1.00691
H 4.21884 -4.50751 -0.32213
H 3.70903 -5.06459 1.30745
C 0.64200 2.90696 -3.16903
C 1.50570 1.89195 -3.96300
O 2.46305 1.34858 -2.96140
S 2.16140 1.94620 -1.50949
O 3.33997 2.35955 -0.83246
O 1.17621 1.09000 -0.91686
O 1.44833 3.26246 -2.08275
H -0.33221 2.48537 -2.91649
H 0.57687 3.83455 -3.73997
H 2.22191 2.37871 -4.62243
H 0.99400 1.09874 -4.49666
C -3.39690 2.29644 4.60557
C -2.21073 3.32459 4.84062
O -1.31638 3.16551 3.75235
S -2.16343 2.75286 2.44451
O -1.35152 2.06423 1.49738
O -2.98332 3.85691 1.99879
O -3.08100 1.74305 3.32175
H -4.33719 2.80131 4.41557
H -3.30821 1.52780 5.36367
H -1.62576 3.22295 5.74851
H -2.63135 4.33190 4.83009



Record 6
19
Properties=species:S:1:pos:R:3 method="wB97M-V/def2-TZVPD" relative_energy_kj_mol=1864.99 gap_ev=5.05 homo_ev=-4.99 mol_weight_g_mol=109.2 e_tot_ha=-327.37764
C -0.25230 0.26780 1.64592
C 1.53094 0.01065 0.90893
C 1.34903 -0.69499 -0.60484
C -0.53347 -0.07355 -1.76985
C 0.24471 1.12544 -0.99444
C 0.13550 -0.76510 0.19086
C -1.20100 -0.19140 0.46648
H -0.58442 -0.17025 2.68225
H -0.25614 1.30650 2.02673
H 2.13647 -0.81219 1.47081
H 2.02321 1.06169 0.90058
H 1.52992 -1.57293 -1.10520
H -0.47401 -0.01506 -2.78267
H 1.21356 1.45618 -1.39301
H -0.54890 1.97619 -0.69978
H -0.04455 -2.02033 0.31473
H -2.00426 -0.85297 0.93560
H -2.70585 0.16663 -1.32056
N -1.55846 -0.20230 -0.87254



Record 7
51
Properties=species:S:1:pos:R:3 method="wB97M-V/def2-TZVPD" gap_ev=6.65 charge=-1 homo_ev=-4.41 mol_weight_g_mol=715.4 e_tot_ha=-6487.84671
Pt 0.58931 1.38348 0.31806
O 1.40803 4.65198 -4.59204
C 2.29809 3.84613 -3.85056
C 1.77256 3.61609 -2.41312
C 1.52235 4.99137 -1.75254
O 1.43174 4.96661 -0.36047
C 0.47275 2.82053 -2.58721
Se -0.85014 2.70729 -1.09333
C 2.90843 2.85662 -1.72322
Se 2.80469 2.42907 0.19831
H 1.77672 4.78670 -5.47039
H 3.28908 4.32171 -3.80133
H 2.41984 2.86229 -4.33263
H 0.61170 5.40884 -2.20225
H 2.35795 5.66194 -1.97772
H 0.67381 4.40885 -0.11737
H 0.71312 1.79527 -2.87841
H -0.08341 3.28993 -3.40091
H 3.81227 3.46378 -1.81442
H 3.08213 1.91144 -2.24627
O 0.63903 1.80573 2.94704
H 1.13606 2.61518 2.79634
H 1.25932 1.07286 2.85026
C -1.80429 -6.09648 3.55528
C -2.04309 -4.74731 2.94675
C -1.27360 -3.64789 3.31269
C -1.48150 -2.41277 2.72210
C -2.46654 -2.28361 1.76120
C -3.24479 -3.36108 1.38902
C -3.03509 -4.59067 1.98467
S -2.66654 -0.73293 0.87792
O -3.66339 -0.92959 -0.14181
O -2.85377 0.33369 1.81469
N -1.18536 -0.53227 0.17329
C -0.76178 -1.54866 -0.77186
C 0.75693 -1.48317 -0.93350
C 1.39305 -1.70622 0.47466
O 1.84872 -2.80563 0.75094
O 1.32228 -0.71064 1.25739
H -1.28822 -6.00780 4.50731
H -1.18730 -6.69637 2.88612
H -2.74529 -6.62206 3.70839
H -0.49223 -3.76611 4.04910
H -0.87939 -1.56041 2.99633
H -3.99379 -3.20999 0.62802
H -3.63323 -5.44126 1.68921
H -0.49263 -0.45832 0.93202
H -1.27681 -1.36402 -1.72042
H -1.04716 -2.55249 -0.41973
H 1.04395 -0.48820 -1.30279
H 1.10541 -2.25144 -1.62280



Record 8
98
Properties=species:S:1:pos:R:3 method="wB97M-V/def2-TZVPD" relative_energy_kj_mol=62.95 gap_ev=8.23 charge=+1 homo_ev=-10.72 mol_weight_g_mol=874.7 e_tot_ha=-3232.87411
Sn 0.31176 -2.97720 1.66689
C 0.91611 -4.26223 -6.91994
C 0.68785 -3.71914 -5.54144
C -0.60054 -3.53604 -5.05201
C -0.81180 -3.02407 -3.78166
C 0.28386 -2.67828 -3.00741
C 1.58284 -2.85625 -3.46620
C 1.77317 -3.37980 -4.72895
S -0.06281 -1.99270 -1.41653
O 0.99653 -2.55066 -0.46090
C 0.44965 -0.29851 -1.67917
C 1.80386 0.04976 -1.48903
C 2.18009 1.34654 -1.66902
C 1.23147 2.34031 -2.02563
C 1.61222 3.69206 -2.19284
C 0.68238 4.64369 -2.49980
C -0.67385 4.28900 -2.64974
C -1.07167 2.99148 -2.49999
C -0.12678 1.98361 -2.19222
C -0.51299 0.62423 -2.00962
C -1.94012 0.21845 -2.13239
C -2.56369 0.05365 -3.39811
C -1.85574 0.21630 -4.61490
C -2.47876 0.00824 -5.81003
C -3.83991 -0.36432 -5.85409
C -4.54689 -0.52274 -4.69744
C -3.92865 -0.32218 -3.43803
C -4.63968 -0.51067 -2.22490
C -4.02240 -0.35675 -1.01514
C -2.66580 0.01431 -0.98995
S -1.80771 0.09242 0.59155
O -2.78418 -0.30962 1.63944
C -1.57887 1.85890 0.65192
C -0.28192 2.32953 0.76425
C -0.05045 3.69788 0.79837
C -1.10746 4.59679 0.72920
C -0.86902 6.07782 0.76402
C -2.40975 4.09765 0.62677
C -2.65192 2.73922 0.58104
H 0.05236 -4.82325 -7.27143
H 1.78728 -4.91530 -6.94565
H 1.09470 -3.44774 -7.62395
H -1.45036 -3.80678 -5.66484
H -1.81700 -2.89226 -3.39917
H 2.42544 -2.60718 -2.83628
H 2.77957 -3.53343 -5.09579
H 2.51390 -0.70847 -1.19021
H 3.21350 1.63738 -1.53164
H 2.65382 3.95780 -2.06954
H 0.98231 5.67414 -2.62925
H -1.40205 5.05250 -2.88605
H -2.11417 2.72372 -2.61217
H -0.81200 0.50106 -4.58754
H -1.92801 0.12746 -6.73299
H -4.32054 -0.51878 -6.81028
H -5.59173 -0.80279 -4.72442
H -5.68371 -0.79106 -2.27097
H -4.53520 -0.52820 -0.07891
H 0.54864 1.63209 0.79176
H 0.96385 4.06880 0.87064
H 0.19345 6.30953 0.72628
H -1.27895 6.51269 1.67670
H -1.35779 6.56873 -0.07727
H -3.24019 4.79002 0.57259
H -3.66221 2.35987 0.49723
O 1.89760 -4.52184 1.72435
N 2.98004 -4.23938 2.35429
N 3.03106 -3.05749 2.79764
O 2.01157 -2.21633 2.67424
C 4.16590 -2.59883 3.54169
C 5.41008 -3.16753 3.31595
C 6.48054 -2.72096 4.07332
C 6.30025 -1.72334 5.02185
C 5.04730 -1.16106 5.21642
C 3.96088 -1.59459 4.47365
H 5.53132 -3.93872 2.57056
H 7.46001 -3.15011 3.91578
H 7.14177 -1.37872 5.60596
H 4.91094 -0.38164 5.95285
H 2.97727 -1.16058 4.59348
C -0.71989 1.47898 4.98679
C -0.66911 0.03528 5.48143
C -2.08714 -0.50162 5.70702
C 0.13137 -0.04907 6.77685
N 0.09286 -0.77048 4.49979
N -0.48600 -0.83878 3.19719
H -1.08718 2.13060 5.77880
H -1.39136 1.59522 4.13379
H 0.27676 1.81655 4.70054
H -2.56857 0.03035 6.52748
H -2.06314 -1.56179 5.96719
H -2.72383 -0.37255 4.82962
H -0.33901 0.54843 7.55654
H 1.14573 0.31650 6.62009
H 0.18739 -1.07873 7.13508
H 0.15647 -1.72511 4.84186
H -0.30138 0.05385 2.74777
H -1.50382 -0.93774 3.22690